The following is a quantum chemistry calculation of 2 unconnected molecules or ions with the total composition C7H10N2O2S, from the OMol25 dataset.

Geometry as XYZ:
```
22
Properties=species:S:1:pos:R:3
C 1.10 -2.94 0.44
C 0.61 -2.82 1.72
C 0.12 -1.00 0.00
C 2.36 0.86 0.42
C 0.04 0.66 -1.89
C -2.26 1.72 0.04
C -0.29 0.22 -0.53
N 0.74 -2.05 -0.47
N -0.90 1.25 0.39
O 2.07 1.90 0.86
O 2.80 -0.08 -0.04
S -0.16 -1.27 1.90
H 1.45 -3.80 0.01
H 0.83 -3.36 2.53
H 1.11 0.98 -2.06
H -0.18 -0.13 -2.71
H -0.47 1.65 -1.97
H -2.18 2.40 -0.93
H -2.73 0.79 -0.25
H -2.77 2.21 0.84
H -0.40 2.13 0.42
H -0.89 0.70 1.28
```

Output
gap between HOMO and LUMO	0.23787	Ha
F_max	4.3	eV Å⁻¹